Entry 1:
Formula: C2H2N3O
Source: OMol25
Level of theory: the ωB97M-V functional and the def2-TZVPD basis

The geometry in ORCA input format:
```
! RIJCOSX wB97M-V def2-TZVPD def2/J DEFGRID3
* xyz 1 1
O -3.18 -0.77 -0.11
N -0.35 2.17 -0.11
N -0.75 -0.14 0.09
H 0.98 0.99 0.23
H -0.54 -1.19 0.12
C -0.08 0.98 0.01
N -3.15 0.73 0.09
C -2.12 -0.02 0.09
*
```

E_HOMO (alpha / beta) ... -0.6118 / -0.5736 hartree

Entry 2:
Formula: C2H2N3O2
Source: OMol25
Level of theory: the ωB97M-V functional and the def2-TZVPD basis

The geometry in ORCA input format:
```
! RIJCOSX wB97M-V def2-TZVPD def2/J DEFGRID3
* xyz -1 1
C -1.28 -0.47 -0.49
N -2.33 -1.31 -0.12
N 1.64 -0.16 0.16
N -2.05 -1.77 1.05
O -0.64 -1.32 1.34
C -0.31 -0.53 0.42
O 1.97 0.92 -0.42
H -1.27 0.10 -1.53
H 1.51 -0.02 1.24
*
```

E_HOMO (alpha / beta) ... -0.1194 / -0.1195 hartree

Entry 3:
Formula: C2H2N3O2
Source: OMol25
Level of theory: the ωB97M-V functional and the def2-TZVPD basis

The geometry in ORCA input format:
```
! RIJCOSX wB97M-V def2-TZVPD def2/J DEFGRID3
* xyz 1 3
H -1.95 -1.31 -0.29
O 1.11 -1.80 0.03
N 0.94 0.71 -0.08
C -1.10 -0.53 -0.08
H 1.88 0.86 -0.24
N -0.09 1.47 0.01
O -0.15 2.67 0.10
N -1.24 0.74 -0.14
C 0.37 -0.94 -0.04
*
```

E_HOMO (alpha / beta) ... -0.5443 / -0.6390 hartree

Entry 4:
Formula: C2H2N3OS
Source: OMol25
Level of theory: the ωB97M-V functional and the def2-TZVPD basis

The geometry in ORCA input format:
```
! RIJCOSX wB97M-V def2-TZVPD def2/J DEFGRID3
* xyz -1 1
N -1.58 0.60 -0.46
H 1.46 1.68 -0.05
N -0.51 1.36 -0.10
C -0.05 -1.34 -0.07
N 0.96 -0.50 0.03
C 0.69 0.94 -0.02
O 0.14 -2.53 0.11
H 1.83 -0.79 0.26
S -2.95 0.57 0.30
*
```

E_HOMO (alpha / beta) ... -0.0736 / -0.0998 hartree

Entry 5:
Formula: C2H2N4
Source: OMol25
Level of theory: the ωB97M-V functional and the def2-TZVPD basis

The geometry in ORCA input format:
```
! RIJCOSX wB97M-V def2-TZVPD def2/J DEFGRID3
* xyz 0 1
N 0.63 -1.15 -0.97
N 1.40 -0.19 -0.50
C 0.86 0.68 0.35
H -2.18 -0.19 0.33
H 1.41 1.60 0.56
N -0.67 -1.07 -0.79
N -0.35 0.57 0.88
C -1.11 -0.25 0.16
*
```

SMILES ... c1ncnnn1
E_HOMO ... -0.3743 hartree

Entry 6:
Formula: C2H2N4
Source: OMol25
Level of theory: the ωB97M-V functional and the def2-TZVPD basis

The geometry in ORCA input format:
```
! RIJCOSX wB97M-V def2-TZVPD def2/J DEFGRID3
* xyz 0 1
H 1.69 0.49 -0.82
N -2.00 1.77 0.00
H 1.87 -0.14 0.68
C -1.20 0.97 0.08
N -0.81 -2.35 0.10
C -0.56 -1.24 -0.02
N -0.15 0.06 -0.11
N 1.17 0.44 0.09
*
```

SMILES ... N#CN(N)C#N
E_HOMO ... -0.3910 hartree

Entry 7:
Formula: C2H2N4
Source: OMol25
Level of theory: the ωB97M-V functional and the def2-TZVPD basis

The geometry in ORCA input format:
```
! RIJCOSX wB97M-V def2-TZVPD def2/J DEFGRID3
* xyz 0 1
N 0.02 -1.37 -0.56
C -0.15 -0.83 0.58
H -0.55 -1.34 1.47
N -0.46 -0.19 -1.77
C 0.35 0.56 0.62
N -0.52 0.96 -1.41
N 0.25 1.40 -0.33
H 1.05 0.81 1.40
*
```

SMILES ... c1cnnnn1
E_HOMO ... -0.3646 hartree

Entry 8:
Formula: C2H2N4
Source: OMol25
Level of theory: the ωB97M-V functional and the def2-TZVPD basis

The geometry in ORCA input format:
```
! RIJCOSX wB97M-V def2-TZVPD def2/J DEFGRID3
* xyz 0 1
N 1.54 0.18 1.13
C 0.59 -1.00 -1.04
N 0.45 0.54 0.74
H -1.85 0.70 0.27
N -1.54 0.03 -0.35
C -0.31 -0.14 -0.27
H -0.25 1.36 1.00
N 1.38 -1.65 -1.48
*
```

E_HOMO ... -0.3477 hartree

Calculated largest force on an atom (eV/A), listed in the same order as above: 9.4 5.0 4.9 5.4 0.7 3.5 1.8 4.4
Calculated E_tot (eV), listed in the same order as above: -8608.4630 -10666.6618 -10655.8589 -19456.6526 -8064.2955 -8063.5360 -8062.0846 -8062.6198
Calculated relative energy (zero: lowest compared OMol25 entry of this formula, charge and spin) (kJ/mol), listed in the same order as above: 616.6 592.2 124.4 380.5 177.2 250.5 390.5 338.9